(i)
Computed, not measured: a structure of composition C3H12AlN6O3, with ωB97M-V/def2-TZVPD.

ORCA input file:
```
! wB97M-V def2-TZVPD RIJCOSX def2/J DEFGRID3
* xyz 3 1
Al -0.06626 1.67101 0.95996
C 0.26375 -2.39499 0.42869
O 0.01218 -1.25722 0.85628
N 0.58816 -3.43451 1.26327
N 0.32605 -2.70650 -0.90168
H 0.71346 -4.32058 0.79687
H 0.15484 -3.48127 2.17789
H 0.41701 -3.67233 -1.17527
H -0.05970 -2.02987 -1.54619
C 2.98143 3.40747 -1.09694
O 1.81929 3.22529 -0.62024
N 3.96467 3.86923 -0.27194
N 3.29414 3.22143 -2.37495
H 4.87545 4.12025 -0.63261
H 3.72788 4.24091 0.63749
H 2.85251 2.68222 -3.10255
H 4.23085 3.52821 -2.60103
C -3.36525 -0.52093 0.74783
O -2.43064 0.17364 0.32444
N -3.42586 -1.87996 0.58379
N -4.40228 -0.04601 1.48585
H -4.32314 -2.32609 0.42474
H -2.62705 -2.31351 0.13900
H -4.42117 0.94423 1.69206
H -5.10034 -0.70012 1.80522
*
```

natural (NBO) atomic charge list, values in e, 4 entries: number 1, Al, carries 1.3100; number 2, C, carries 0.7544; number 3, O, carries -0.5766; number 4, N, carries -0.7079

---

(ii)
Computed, not measured: a structure of composition C3H12AlN6O3, with ωB97M-V/def2-TZVPD.

ORCA input file:
```
! wB97M-V def2-TZVPD RIJCOSX def2/J DEFGRID3
* xyz 3 1
Al 0.10144 0.01984 -0.28797
C 3.05410 -2.70994 -0.39080
O 2.01846 -2.05490 -0.74723
N 2.99584 -4.02446 -0.11663
N 4.25183 -2.21546 -0.76532
H 3.84121 -4.48711 0.18476
H 2.08888 -4.37223 0.16000
H 5.08155 -2.76217 -0.57128
H 4.36609 -1.24240 -1.00309
C -2.00823 -0.00427 3.12907
O -1.31756 -0.42642 2.18766
N -1.72379 1.09346 3.89101
N -3.12585 -0.63956 3.55375
H -1.19856 1.89084 3.56771
H -2.09354 1.08190 4.82941
H -3.43650 -1.40305 2.96214
H -3.65639 -0.27911 4.33375
C -1.27738 2.46001 -2.75367
O -1.50628 1.59071 -1.86290
N -1.92187 3.64283 -2.79013
N -0.39008 2.22571 -3.72961
H -2.19207 4.08564 -1.92259
H -1.70887 4.27414 -3.54944
H -0.06512 1.29382 -3.92342
H -0.17730 2.96217 -4.38516
*
```

natural (NBO) atomic charge list, values in e, 4 entries: number 1, Al, carries 1.5079; number 2, C, carries 0.7384; number 3, O, carries -0.5714; number 4, N, carries -0.7024

---

Stability summary: most stable (ii), least stable (i).

---

(i)
Computed, not measured: an isolated molecule of H5N5, with ωB97M-V/def2-TZVPD.

ORCA input file:
```
! wB97M-V def2-TZVPD RIJCOSX def2/J DEFGRID3
* xyz 0 1
N -0.74190 -1.54564 -0.66224
N -0.78234 -0.17910 -0.39585
N 0.33688 0.39590 -1.03211
N 0.44342 0.26687 0.42095
N 0.11428 1.45116 1.11682
H 0.15583 -1.86552 -0.21512
H -1.61477 -2.08854 -0.10267
H 0.89187 -0.27762 -1.43809
H 0.82661 1.61489 1.82743
H 0.37011 2.22760 0.48087
*
```

Summary:
SMILES ... Nn1[nH]n1N

natural (NBO) atomic charge list, values in e, 4 entries: number 1, N, carries -0.6795; number 2, N, carries -0.0042; number 3, N, carries -0.3440; number 4, N, carries -0.0804

---

(ii)
Computed, not measured: an isolated molecule of H5N5, with ωB97M-V/def2-TZVPD.

ORCA input file:
```
! wB97M-V def2-TZVPD RIJCOSX def2/J DEFGRID3
* xyz 0 1
N -1.59333 -1.43788 0.37486
N -0.81818 -0.47317 -0.16531
N 0.39730 -0.53130 0.21066
N 1.14399 0.35327 -0.51149
N 1.29158 1.49655 0.28357
H -1.22159 -1.90864 1.20418
H -2.20854 -1.93636 -0.24653
H 0.70658 0.57036 -1.42550
H 2.08817 2.02700 -0.06139
H 0.21401 1.84017 0.33696
*
```

Summary:
SMILES ... N/N=N/NN

natural (NBO) atomic charge list, values in e, 4 entries: number 1, N, carries -0.6513; number 2, N, carries -0.0725; number 3, N, carries -0.0894; number 4, N, carries -0.3048

---

Stability summary: most stable (ii), least stable (i).